#A
Here is C2H3O2S2 as an isolated structure from the Open Molecules 2025 dataset. Energies are from ωB97M-V/def2-TZVPD.

## Properties
E_HOMO   -0.1246 Eh
Charge   -1

Each line ends with the Mulliken charge.
Atoms and positions in Å:
C 0.568 -0.642 -0.755  0.70
C 0.138 0.692 -0.672  -0.34
O 1.628 -1.135 -1.032  -0.62
O -0.305 -1.544 -0.241  -0.46
S 1.729 1.521 0.781  -0.45
S -1.373 1.138 -0.345  -0.43
H 0.603 1.479 -1.368  0.23
H 0.157 -2.414 -0.398  0.31
H 3.010 1.405 0.194  0.06

#B
Here is a 2-piece molecular cluster, C2H3O2S2 overall from the Open Molecules 2025 dataset. Energies are from ωB97M-V/def2-TZVPD.

## Properties
E_HOMO   -0.1353 Eh
Charge   -1

Each line ends with the Mulliken charge.
Atoms and positions in Å:
C -1.362 -0.215 2.028  -0.30
C -1.988 -0.588 1.001  -0.54
O -0.065 -0.671 -1.548  -0.52
O 0.450 1.296 -0.234  -0.49
S 2.879 -0.036 -1.381  -0.53
S 0.726 -0.107 -0.458  0.46
H -0.822 0.330 2.672  0.42
H 2.706 1.032 -2.343  0.07
H -2.525 -1.041 0.262  0.42

Most stable to least stable, the ends of the list are #A and #B.

#A
Here is an isolated ion of composition C8H10N5 and charge +1 from the Open Molecules 2025 dataset. Energies are from ωB97M-V/def2-TZVPD.

## Properties
E_HOMO (spin up / spin down)   -0.5217 / -0.5486 Eh
Charge   +1

Each line ends with the Mulliken charge.
Atoms and positions in Å:
C -0.820 2.186 0.317  -0.44
C -2.693 -1.353 -0.279  0.27
C -1.352 0.070 1.019  0.45
C 1.849 1.159 -0.041  -0.60
C -0.745 0.899 -0.264  0.01
C 0.633 0.346 -0.590  0.55
C 2.279 -1.265 0.493  -0.95
C -2.768 -0.347 0.815  -0.46
N -0.945 3.227 0.789  -0.35
N -2.654 -2.029 -1.202  -0.40
N -0.780 -0.143 2.100  -0.55
N 0.850 -0.259 -1.838  -0.41
N 1.519 -0.080 0.497  0.07
H 2.650 1.132 -0.659  0.42
H 1.751 2.016 0.626  0.33
H -1.427 0.841 -1.163  0.67
H 2.927 -1.556 -0.429  0.39
H 3.098 -0.936 1.234  0.36
H 1.775 -2.196 0.636  0.35
H -3.464 -0.698 1.638  0.43
H -3.252 0.504 0.307  0.27
H 1.593 -0.978 -1.727  0.25
H -0.022 -0.541 -2.279  0.33

#B
Here is an isolated ion of composition C8H10N5 and charge +1 from the Open Molecules 2025 dataset. Energies are from ωB97M-V/def2-TZVPD.

## Properties
E_HOMO   -0.4303 Eh
Structure (SMILES)   C1=CNC2=[N+]3NCN=C3NCC2=C1
Charge   +1

Each line ends with the Mulliken charge.
Atoms and positions in Å:
C -2.887 0.139 1.360  -0.65
C -1.687 0.869 1.662  -0.39
C -2.840 -0.675 0.212  -0.48
C -0.513 0.671 1.007  0.43
C -0.519 -0.183 -0.130  0.84
C 2.005 0.388 -0.416  0.40
C 0.669 1.602 1.248  -0.55
C 2.265 -1.150 -2.060  -0.45
N -1.633 -0.855 -0.465  -0.14
N 2.822 -0.162 -1.195  -0.56
N 1.921 1.165 0.643  -0.17
N 0.546 -0.329 -0.797  0.26
N 0.836 -1.249 -1.729  -0.83
H -3.746 0.315 1.915  0.48
H -1.760 1.398 2.674  0.33
H -3.655 -1.205 -0.154  0.43
H 0.512 2.764 0.821  0.22
H 0.948 1.561 2.313  0.39
H 2.511 -1.101 -3.209  0.28
H 2.720 -2.024 -1.786  0.33
H 2.814 1.565 1.021  0.28
H -1.789 -1.289 -1.348  0.28
H 0.459 -2.216 -1.587  0.27

Most stable to least stable, the ends of the list are #B and #A.

#A
Here is C21H21ClHfN3Si as an isolated structure from the Open Molecules 2025 dataset. Energies are from ωB97M-V/def2-TZVPD.

## Properties
E_HOMO   -0.3953 Eh
Charge   +1

Each line ends with the Mulliken charge.
Atoms and positions in Å:
Hf 11.251 9.632 5.329  0.67
C 12.476 13.949 5.918  -1.11
C 12.444 12.575 5.902  0.03
N 11.367 11.904 5.574  -0.43
C 10.238 12.577 5.168  0.28
C 10.155 14.031 5.082  0.26
C 11.348 14.693 5.534  -0.34
C 8.918 14.604 4.642  -1.02
C 7.972 13.781 4.017  -0.74
C 8.156 12.347 3.894  -0.78
C 9.239 11.748 4.489  1.05
N 9.471 10.361 4.560  -0.10
C 8.322 9.544 4.514  0.16
C 6.987 9.867 4.705  -0.65
C 6.001 8.853 4.552  -0.78
C 6.320 7.539 4.269  -0.89
C 7.673 7.202 4.186  0.54
C 8.132 5.876 4.098  -0.53
C 9.463 5.643 4.270  -1.01
C 10.327 6.664 4.529  0.44
N 9.962 7.886 4.531  0.04
C 8.638 8.169 4.383  0.43
H 13.330 14.533 6.048  0.44
H 13.346 11.997 6.116  0.63
H 11.429 15.771 5.531  0.44
H 8.862 15.634 4.565  0.46
H 7.077 14.211 3.604  0.42
H 7.553 11.652 3.253  0.72
H 6.649 10.906 4.887  0.65
H 4.942 9.146 4.425  0.32
H 5.571 6.852 4.075  0.50
H 7.446 5.091 4.008  0.55
H 9.786 4.529 4.255  0.26
H 11.338 6.382 4.794  0.36
C 15.045 9.171 5.696  -1.26
Si 13.758 9.401 4.312  0.47
C 14.205 10.860 3.247  -1.00
C 13.742 7.668 3.479  -1.16
H 16.002 9.493 5.418  0.43
H 14.981 8.067 5.827  0.31
H 14.831 9.461 6.668  0.46
H 15.299 10.979 3.198  0.37
H 13.981 11.808 3.804  0.30
H 13.706 10.829 2.271  0.30
H 14.489 7.367 2.810  0.44
H 12.809 7.631 2.914  0.31
H 13.740 6.963 4.401  0.18
Cl 12.011 8.774 7.392  -0.41

#B
Here is C21H21ClHfN3Si as an isolated structure from the Open Molecules 2025 dataset. Energies are from ωB97M-V/def2-TZVPD.

## Properties
E_HOMO   -0.4005 Eh
Charge   +1

Each line ends with the Mulliken charge.
Atoms and positions in Å:
Hf -0.900 -0.613 -0.456  0.62
C -0.413 -5.069 -0.764  -0.71
C -1.017 -3.849 -0.401  -0.06
N -0.270 -2.765 -0.187  -0.45
C 1.106 -2.840 -0.285  0.28
C 1.742 -4.011 -0.656  0.98
C 0.927 -5.125 -0.947  -0.50
C 3.157 -4.021 -0.825  -0.86
C 3.850 -2.880 -0.596  -1.10
C 3.190 -1.685 -0.228  -0.29
C 1.835 -1.643 -0.026  0.34
N 1.072 -0.535 0.315  -0.32
C 1.642 0.739 0.537  -0.19
C 2.665 1.045 1.384  -0.07
C 3.135 2.389 1.439  -0.67
C 2.581 3.387 0.730  -1.05
C 1.464 3.101 -0.115  1.32
C 0.814 4.069 -0.899  -0.64
C -0.286 3.714 -1.641  -0.89
C -0.699 2.375 -1.646  -0.15
N -0.084 1.450 -0.945  -0.21
C 0.998 1.799 -0.176  0.46
H -1.019 -5.939 -0.970  0.39
H -2.087 -3.721 -0.370  0.46
H 1.391 -6.050 -1.324  0.42
H 3.670 -4.921 -1.144  0.40
H 4.934 -2.882 -0.729  0.38
H 3.771 -0.781 -0.104  0.56
H 3.093 0.276 2.040  0.61
H 3.942 2.605 2.163  0.36
H 2.895 4.420 0.830  0.41
H 1.127 5.102 -0.819  0.44
H -0.848 4.435 -2.218  0.44
H -1.580 2.065 -2.228  0.51
C -4.053 0.017 2.014  -1.09
Si -2.879 0.853 0.833  0.51
C -3.898 1.593 -0.563  -1.10
C -2.063 2.303 1.695  -1.03
H -4.806 0.720 2.365  0.31
H -3.543 -0.382 2.900  0.30
H -4.615 -0.785 1.524  0.31
H -3.897 2.692 -0.495  0.35
H -4.925 1.245 -0.514  0.40
H -3.520 1.302 -1.557  0.27
H -2.837 2.923 2.142  0.40
H -1.476 2.925 1.001  0.26
H -1.384 1.987 2.500  0.31
Cl -1.901 -1.032 -2.584  -0.44

Most stable to least stable, the ends of the list are #B and #A.

#A
Here is a 2-piece molecular cluster, Cl2H2NOP overall from the Open Molecules 2025 dataset. Energies are from ωB97M-V/def2-TZVPD.

## Properties
E_HOMO   -0.4173 Eh
Charge   0

Each line ends with the Mulliken charge.
Atoms and positions in Å:
N 1.726 1.429 0.024  -0.50
O -0.450 -0.077 -0.305  -0.41
P 0.928 0.121 -0.076  0.80
Cl 1.879 -1.705 -0.060  -0.15
Cl -3.917 -0.404 -0.269  -0.25
H 2.636 1.357 0.370  0.27
H -2.802 -0.722 0.316  0.25

#B
Here is a 2-piece molecular cluster, Cl2H2NOP overall from the Open Molecules 2025 dataset. Energies are from ωB97M-V/def2-TZVPD.

## Properties
E_HOMO (spin up / spin down)   -0.4248 / -0.3645 Eh
Charge   0

Each line ends with the Mulliken charge.
Atoms and positions in Å:
N 0.361 0.604 -0.040  -0.52
O 0.749 -2.941 1.278  -0.42
P 1.576 -1.953 0.637  0.73
Cl 2.222 -2.407 -1.174  -0.13
Cl 3.243 -1.560 1.859  -0.19
H 1.019 1.078 0.537  0.27
H 0.885 0.381 -0.887  0.26

Most stable to least stable, the ends of the list are #A and #B.